[1]
Here is C16H18N4O3S in the gas phase at a distorted geometry from OMol25. Energies are from ωB97M-V/def2-TZVPD.

The calculation puts the highest occupied orbital energy at -8.0 eV. The HOMO-LUMO gap is 8.53 eV. The energy above the lowest of the compared OMol25 structures with the same formula, charge and spin is 41.8 kcal/mol. Its SMILES is Cn1c(SCC(=O)N2CCCC2)nnc1-c1ccc2c(c1)OCO2.

The geometry in ORCA input format:
```
! wB97M-V def2-TZVPD RIJCOSX def2/J DEFGRID3
* xyz 0 1
C 0.814 2.332 1.382
N 0.573 1.372 0.345
C -0.612 1.177 -0.303
S -2.070 2.013 0.139
C -3.126 1.550 -1.275
C -4.418 0.872 -0.848
O -5.496 1.404 -1.046
N -4.313 -0.333 -0.269
C -3.117 -1.098 0.017
C -3.644 -2.512 0.247
C -5.002 -2.258 0.898
C -5.519 -1.047 0.129
N -0.478 0.295 -1.260
N 0.800 -0.097 -1.267
C 1.441 0.529 -0.313
C 2.853 0.349 -0.030
C 3.365 0.418 1.261
C 4.721 0.230 1.518
C 5.535 -0.030 0.444
C 5.023 -0.120 -0.855
C 3.692 0.062 -1.120
O 6.043 -0.396 -1.722
C 7.211 -0.485 -0.936
O 6.883 -0.246 0.417
H 0.132 3.173 1.244
H 1.844 2.680 1.324
H 0.629 1.897 2.367
H -3.386 2.473 -1.792
H -2.513 0.910 -1.908
H -2.639 -0.718 0.930
H -2.393 -1.045 -0.799
H -3.775 -3.020 -0.709
H -2.977 -3.105 0.869
H -4.871 -2.009 1.951
H -5.674 -3.110 0.822
H -6.076 -1.341 -0.767
H -6.160 -0.391 0.722
H 2.705 0.585 2.097
H 5.116 0.281 2.519
H 3.285 -0.014 -2.113
H 7.944 0.265 -1.275
H 7.649 -1.491 -1.036
*
```

Results of the Mulliken charge analysis, in e, for atoms 1 through 4: C -1.097; N 0.075; C 0.456; S -0.231

[2]
Here is C16H18N4O4S2 in the gas phase at a distorted geometry from OMol25. Energies are from ωB97M-V/def2-TZVPD.

The calculation puts the highest occupied orbital energy at -7.8 eV. The HOMO-LUMO gap is 8.18 eV. The energy above the lowest of the compared OMol25 structures with the same formula, charge and spin is 32.1 kcal/mol. Its SMILES is CC(C)(C)C(=O)Nc1nnc(SCC(=O)Nc2ccc3c(c2)OCO3)s1.

The geometry in ORCA input format:
```
! wB97M-V def2-TZVPD RIJCOSX def2/J DEFGRID3
* xyz 0 1
C -3.241 -0.436 0.518
C -3.489 1.062 0.273
C -4.105 1.280 -1.111
C -4.419 1.620 1.352
C -2.132 1.736 0.414
O -1.726 2.257 1.429
N -1.325 1.668 -0.694
C -0.010 2.022 -0.627
N 0.832 1.799 -1.580
N 2.078 2.140 -1.265
C 2.198 2.629 -0.072
S 3.719 3.037 0.649
C 4.849 1.966 -0.324
C 4.618 0.519 0.102
O 5.254 0.003 0.991
N 3.613 -0.071 -0.600
C 2.860 -1.192 -0.232
C 3.301 -2.124 0.699
C 2.493 -3.190 1.087
C 1.246 -3.285 0.522
C 0.805 -2.353 -0.418
C 1.591 -1.307 -0.823
O -0.477 -2.661 -0.803
C -0.814 -3.839 -0.099
O 0.256 -4.213 0.737
S 0.680 2.732 0.815
H -4.179 -0.979 0.431
H -2.536 -0.846 -0.204
H -2.842 -0.592 1.517
H -3.606 0.694 -1.881
H -4.075 2.331 -1.390
H -5.147 0.966 -1.090
H -3.942 1.561 2.326
H -4.650 2.663 1.149
H -5.347 1.054 1.378
H -1.629 1.221 -1.546
H 4.667 2.148 -1.380
H 5.848 2.285 -0.032
H 3.163 0.510 -1.305
H 4.276 -2.006 1.138
H 2.833 -3.911 1.810
H 1.244 -0.593 -1.553
H -1.023 -4.649 -0.817
H -1.714 -3.655 0.510
*
```

Results of the Mulliken charge analysis, in e, for atoms 1 through 4: C -1.750; C 2.275; C -1.926; C -1.850

[3]
Here is C16H18N6O4 as an isolated structure at a distorted geometry from OMol25. Energies are from ωB97M-V/def2-TZVPD.

The calculation puts the highest occupied orbital energy at -9.3 eV. The HOMO-LUMO gap is 9.70 eV. The energy above the lowest of the compared OMol25 structures with the same formula, charge and spin is 20.1 kcal/mol.

The geometry in ORCA input format:
```
! wB97M-V def2-TZVPD RIJCOSX def2/J DEFGRID3
* xyz 0 1
C 0.885 -0.865 -5.363
C -0.301 -1.302 -4.548
N -0.569 -0.998 -3.311
C -1.712 -1.629 -3.123
C -2.481 -1.535 -1.818
N -3.244 -0.275 -1.695
C -4.558 -0.366 -2.355
C -2.799 0.935 -1.232
O -3.495 1.950 -1.314
C -1.474 1.075 -0.646
C -0.878 2.308 -0.383
O 0.334 2.094 0.173
C 0.407 0.744 0.245
C 1.661 0.129 0.857
C 1.778 -1.378 0.571
N 1.693 0.352 2.304
C 2.255 1.414 2.891
O 2.866 2.277 2.274
C 2.078 1.542 4.400
C 3.321 1.562 5.258
C 2.444 0.312 5.204
C 1.599 -0.022 6.362
N 0.934 -0.284 7.270
N -0.672 0.123 -0.177
N -2.178 -2.320 -4.140
O -1.219 -2.110 -5.129
H 1.549 -0.217 -4.792
H 1.468 -1.720 -5.702
H 0.570 -0.312 -6.247
H -3.181 -2.368 -1.739
H -1.823 -1.713 -0.971
H -5.160 0.539 -2.254
H -4.437 -0.557 -3.423
H -5.143 -1.183 -1.933
H -1.181 3.334 -0.549
H 2.529 0.601 0.382
H 1.791 -1.571 -0.503
H 2.697 -1.790 0.990
H 0.940 -1.935 0.991
H 1.012 -0.150 2.847
H 1.225 2.156 4.692
H 4.302 1.550 4.778
H 3.324 2.172 6.164
H 2.846 -0.567 4.698
*
```

Results of the Mulliken charge analysis, in e, for atoms 1 through 4: C -1.115; C 0.687; N -0.336; C 0.804

[4]
Here is a 2-piece molecular cluster, C16H18NO5 overall at a distorted geometry from OMol25. Energies are from ωB97M-V/def2-TZVPD.

The calculation puts the highest occupied orbital energy at -3.3 eV. The HOMO-LUMO gap is 5.24 eV. The energy above the lowest of the compared OMol25 structures with the same formula, charge and spin is 4.5 kcal/mol.

The geometry in ORCA input format:
```
! wB97M-V def2-TZVPD RIJCOSX def2/J DEFGRID3
* xyz -1 1
C -3.835 -1.637 -1.448
C -2.797 -0.548 -1.410
O -1.497 -1.173 -1.308
C -0.510 -0.248 -1.366
C 0.791 -0.847 -1.111
C 2.014 -0.087 -1.250
O 2.180 1.123 -1.261
C 3.181 -1.092 -1.356
C 2.562 -2.465 -1.120
C 1.030 -2.295 -1.287
O -0.736 0.926 -1.626
H -4.828 -1.183 -1.446
H -3.741 -2.234 -2.361
H -3.758 -2.300 -0.580
H -2.841 0.064 -2.322
H -2.939 0.105 -0.535
H 3.614 -1.005 -2.363
H 3.969 -0.853 -0.630
H 2.966 -3.221 -1.801
H 2.771 -2.780 -0.090
H 0.463 -2.935 -0.593
H 0.741 -2.579 -2.317
C 0.973 0.496 1.899
C 0.509 -0.487 2.728
N 1.337 -1.562 3.051
O 0.986 -2.468 3.851
O 2.471 -1.564 2.488
C 0.231 1.664 1.488
C 0.894 2.752 0.866
C 0.189 3.856 0.414
C -1.203 3.925 0.591
C -1.870 2.880 1.243
C -1.166 1.767 1.704
H 2.019 0.470 1.597
H -0.480 -0.464 3.183
H 1.973 2.676 0.734
H 0.728 4.661 -0.088
H -1.762 4.782 0.207
H -2.950 2.923 1.394
H -1.678 0.957 2.232
*
```

Results of the Mulliken charge analysis, in e, for atoms 1 through 4: C -1.335; C 0.073; O -0.314; C 0.069

[5]
Here is a 2-piece molecular cluster, C16H19BF13O5 overall at a distorted geometry from OMol25. Energies are from ωB97M-V/def2-TZVPD.

The calculation puts the highest occupied orbital energy at -3.4 eV. The HOMO-LUMO gap is 5.32 eV.

The geometry in ORCA input format:
```
! wB97M-V def2-TZVPD RIJCOSX def2/J DEFGRID3
* xyz -1 1
C 2.094 3.115 2.101
C 0.916 2.804 1.152
C 0.497 4.126 0.495
C 1.470 1.834 0.080
C 0.529 0.730 -0.398
C -0.954 1.075 -0.284
C -1.795 -0.131 -0.706
C -3.157 0.226 -1.286
F -3.318 1.542 -1.548
F -3.296 -0.411 -2.482
C -4.343 -0.249 -0.421
F -4.183 0.153 0.857
F -5.446 0.382 -0.889
C -4.606 -1.785 -0.507
F -5.421 -2.005 -1.562
F -3.471 -2.441 -0.692
C -5.377 -2.313 0.739
F -5.803 -3.564 0.577
F -4.597 -2.256 1.834
F -6.473 -1.533 0.932
O 0.784 -0.532 0.208
B 0.821 -0.605 1.579
O 2.060 -0.865 2.208
O -0.280 -0.443 2.351
O 0.705 0.523 -1.805
C 1.981 0.219 -2.203
O 2.656 1.059 -2.764
C 2.530 -1.173 -2.016
C 3.593 -1.143 -0.897
C 3.939 -2.515 -0.461
F 2.905 -3.287 -0.073
C 5.172 -3.018 -0.425
F 5.553 -4.078 0.275
F 6.178 -2.461 -1.100
H 2.275 2.236 2.718
H 1.826 3.924 2.775
H 2.995 3.325 1.537
H 0.151 2.367 1.781
H -0.255 4.669 1.057
H 1.375 4.763 0.423
H 0.171 3.971 -0.529
H 1.750 2.447 -0.768
H 2.405 1.414 0.445
H -1.115 1.939 -0.919
H -1.226 1.312 0.735
H -1.296 -0.788 -1.403
H -1.983 -0.708 0.191
H 2.112 -1.818 2.329
H -0.082 -0.597 3.275
H 3.058 -1.422 -2.931
H 1.772 -1.920 -1.821
H 4.481 -0.654 -1.277
H 3.261 -0.562 -0.043
F -3.539 -4.877 -0.443
*
```

Results of the Mulliken charge analysis, in e, for atoms 1 through 4: C -2.023; C 1.311; C -1.862; C -1.857

[6]
Here is C16H19BN6OsSe as an isolated structure at a distorted geometry from OMol25. Energies are from ωB97M-V/def2-TZVPD.

The calculation puts the highest occupied orbital energy (spin up / spin down) at -15.4 / -15.3 eV. The HOMO-LUMO gap (spin up / spin down) is 9.12 / 4.50 eV. The energy above the lowest of the compared OMol25 structures with the same formula, charge and spin is 0.0 kcal/mol. The expectation value of S² is 6.038.

The geometry in ORCA input format:
```
! wB97M-V def2-TZVPD RIJCOSX def2/J DEFGRID3
* xyz 2 5
H 0.788 3.200 0.264
N 0.407 1.700 -1.194
B 0.072 0.367 -3.321
N 0.434 1.683 -2.573
C 0.791 2.908 -3.014
Os -0.042 -0.023 -0.031
H 0.868 3.103 -4.073
C 0.988 3.733 -1.916
H 1.275 4.767 -1.914
C 0.737 2.945 -0.787
H 0.108 0.490 -4.503
C -0.674 -1.622 0.985
H -0.724 -1.455 2.070
H 0.062 -2.410 0.784
H -1.656 -1.940 0.612
N -1.363 -0.025 -2.841
N 1.037 -0.745 -2.808
N -1.577 -0.189 -1.485
N 1.100 -1.030 -1.457
C -2.528 -0.232 -3.489
C 1.914 -1.540 -3.448
H -2.589 -0.156 -4.565
H 2.014 -1.474 -4.516
C -3.506 -0.532 -2.548
C 2.544 -2.354 -2.516
C -2.878 -0.493 -1.302
C 2.008 -2.014 -1.272
H -4.539 -0.755 -2.714
H 3.290 -3.102 -2.686
H -3.280 -0.673 -0.314
H 2.219 -2.402 -0.281
H -1.233 0.370 1.037
Se 1.563 0.326 1.662
C 0.819 0.140 3.422
C -0.389 0.761 3.777
C -0.909 0.600 5.063
C -0.223 -0.167 6.011
C 0.994 -0.775 5.667
C 1.515 -0.629 4.381
H -0.921 1.343 3.024
H -1.858 1.074 5.313
H -0.635 -0.298 7.012
H 1.535 -1.370 6.404
H 2.448 -1.108 4.084
*
```

Results of the Mulliken charge analysis, in e, for atoms 1 through 4: H 0.435; N -0.535; B -0.080; N 0.175